Record 1
A molecular structure, C31H19FO7Rb in a non-equilibrium geometry, computed with wB97M-V/def2-TZVPD.

Last column: natural (NBO) charge in e.
Cartesian coordinates (Å):
Rb  -1.177  2.329  0.934  0.988
C  4.235  3.166  -2.039  -0.134
C  4.325  1.640  -1.838  0.449
O  3.137  1.429  -1.081  -0.493
C  2.292  2.447  -1.198  1.001
O  1.190  2.479  -0.751  -0.636
O  2.863  3.445  -1.887  -0.466
F  5.347  1.298  -1.031  -0.314
H  4.667  3.493  -2.981  0.222
H  4.813  3.599  -1.217  0.207
H  4.306  1.095  -2.780  0.171
C  -0.524  -2.919  -3.535  -0.177
C  -0.134  -2.233  -2.405  -0.201
C  -0.779  -1.024  -2.096  -0.167
C  -1.802  -0.535  -2.903  -0.083
C  -2.095  -1.181  -4.114  -0.133
C  -1.449  -2.360  -4.431  -0.146
C  -3.046  -0.604  -5.113  0.546
O  -3.155  -1.050  -6.218  -0.491
C  -4.027  0.416  -4.577  -0.097
C  -5.036  0.875  -5.414  -0.157
C  -5.830  1.917  -4.946  -0.167
C  -5.577  2.557  -3.736  -0.194
C  -4.630  2.038  -2.878  -0.146
C  -3.789  1.021  -3.324  -0.160
C  -2.663  0.590  -2.479  0.569
O  -2.369  1.230  -1.473  -0.633
H  -0.150  -3.881  -3.862  0.227
H  0.529  -2.730  -1.710  0.226
H  -0.630  -0.642  -1.094  0.220
H  -1.660  -2.982  -5.289  0.242
H  -5.191  0.485  -6.408  0.248
H  -6.566  2.323  -5.629  0.224
H  -6.154  3.444  -3.518  0.226
H  -4.539  2.613  -1.966  0.227
C  4.066  -0.951  1.636  -0.192
C  4.725  -1.733  2.617  -0.171
C  4.121  -1.816  3.839  -0.168
C  2.787  -1.521  4.083  -0.126
C  2.106  -0.822  3.103  -0.087
C  2.765  -0.542  1.899  -0.185
C  0.730  -0.295  3.321  0.582
O  0.156  0.335  2.448  -0.640
C  0.116  -0.485  4.677  -0.162
C  -1.146  0.056  4.906  -0.154
C  -1.690  -0.167  6.191  -0.175
C  -1.072  -1.018  7.063  -0.193
C  0.203  -1.489  6.859  -0.153
C  0.823  -1.246  5.640  -0.063
C  2.132  -1.887  5.394  0.537
O  2.703  -2.608  6.161  -0.487
H  4.520  -0.763  0.674  0.225
H  5.719  -2.154  2.562  0.232
H  4.561  -2.461  4.599  0.238
H  2.282  0.015  1.105  0.227
H  -1.650  0.623  4.142  0.217
H  -2.630  0.311  6.433  0.221
H  -1.703  -1.157  7.937  0.231
H  0.641  -2.013  7.698  0.248

Properties
total charge: +1
calculated total energy: -1843.236215 Eh
Kohn-Sham gap: 8.5 eV
multiplicity: 1
HOMO energy: -11.884 eV

Record 2
A molecular structure, C31H20Cl2N5O2Pd in a non-equilibrium geometry, computed with wB97M-V/def2-TZVPD.

Last column: natural (NBO) charge in e.
Cartesian coordinates (Å):
Pd  0.021  0.012  -0.134  0.935
Cl  -3.530  -5.735  0.137  -0.013
C  -3.083  -4.066  0.007  -0.068
C  -1.743  -3.734  -0.083  -0.283
C  -1.371  -2.394  -0.174  0.215
N  -0.082  -1.931  -0.233  -0.581
C  1.065  -2.643  -0.118  0.595
O  1.171  -3.873  -0.037  -0.658
C  2.241  -1.748  -0.099  0.145
C  3.526  -2.285  -0.012  -0.210
C  4.625  -1.462  0.041  -0.161
C  4.407  -0.072  -0.004  -0.253
C  3.118  0.397  -0.112  0.063
N  2.040  -0.386  -0.159  -0.416
C  -2.383  -1.377  -0.198  0.139
C  -3.724  -1.742  -0.102  -0.257
C  -4.064  -3.079  0.007  -0.079
Cl  -5.734  -3.515  0.154  -0.011
N  -1.916  -0.093  -0.315  -0.560
C  -2.623  1.053  -0.167  0.611
O  -3.848  1.161  -0.056  -0.652
C  -1.728  2.235  -0.154  0.161
C  -2.275  3.512  -0.037  -0.211
C  -1.459  4.617  0.027  -0.163
C  -0.069  4.407  -0.014  -0.257
C  0.408  3.121  -0.144  0.059
N  -0.369  2.043  -0.230  -0.414
H  -0.982  -4.497  -0.065  0.265
H  3.604  -3.362  0.010  0.250
H  5.628  -1.859  0.112  0.215
H  5.233  0.622  0.021  0.217
H  2.940  1.466  -0.180  0.191
H  -4.483  -0.976  -0.090  0.267
H  -3.352  3.580  0.005  0.250
H  -1.862  5.616  0.111  0.214
H  0.620  5.235  0.038  0.216
H  1.478  2.951  -0.196  0.188
N  -0.195  0.321  2.203  -0.808
C  -0.018  0.060  3.407  0.114
C  1.294  0.043  4.093  -0.080
C  1.508  -0.669  5.268  -0.157
C  2.751  -0.642  5.878  -0.238
C  3.782  0.105  5.329  -0.244
C  3.572  0.818  4.158  -0.228
C  2.339  0.778  3.536  -0.191
C  -1.280  -0.109  4.188  -0.081
C  -2.298  -0.898  3.656  -0.124
C  -3.547  -0.907  4.245  -0.236
C  -3.797  -0.114  5.354  -0.248
C  -2.785  0.665  5.892  -0.225
C  -1.527  0.665  5.316  -0.228
H  0.702  -1.252  5.689  0.209
H  2.923  -1.198  6.790  0.198
H  4.753  0.129  5.806  0.196
H  4.372  1.414  3.734  0.193
H  2.145  1.312  2.615  0.220
H  -2.097  -1.486  2.770  0.213
H  -4.331  -1.518  3.822  0.205
H  -4.787  -0.092  5.787  0.195
H  -2.984  1.288  6.754  0.192
H  -0.740  1.288  5.723  0.202

Properties
total charge: -1
calculated total energy: -2665.945142 Eh
Kohn-Sham gap (spin up / spin down): 5.2 / 5.2 eV
multiplicity: 1
HOMO energy (spin up / spin down): -3.073 / -3.074 eV

Record 3
A molecular structure, C31H20Cl4N5O10W in a non-equilibrium geometry, computed with wB97M-V/def2-TZVPD.

Last column: Löwdin charge in e.
Cartesian coordinates (Å):
W  -0.063  -0.017  0.471  1.977
C  1.665  -2.609  -1.874  -0.047
O  0.716  -1.574  -1.706  -0.145
C  -0.387  -1.564  -2.485  -0.234
C  -0.716  -2.572  -3.372  -0.019
C  -1.861  -2.458  -4.156  -0.100
C  -2.661  -1.337  -4.045  -0.105
C  -2.338  -0.336  -3.134  -0.020
C  -1.212  -0.436  -2.332  -0.166
N  -0.847  0.563  -1.379  -0.106
N  -1.464  1.702  -1.630  0.082
C  -1.447  2.764  -0.806  -0.155
C  -0.814  2.852  0.447  -0.288
O  -0.105  1.846  0.920  -0.237
C  -0.917  4.012  1.238  -0.007
C  -1.628  5.095  0.816  -0.039
C  -2.289  5.076  -0.447  -0.181
C  -3.042  6.184  -0.896  -0.055
C  -3.682  6.161  -2.106  -0.106
C  -3.576  5.022  -2.926  -0.095
C  -2.847  3.936  -2.515  -0.028
C  -2.196  3.926  -1.262  -0.088
H  1.256  -3.573  -1.559  0.102
H  2.504  -2.343  -1.237  0.102
H  1.993  -2.663  -2.913  0.100
H  -0.094  -3.451  -3.459  0.102
H  -2.121  -3.253  -4.845  0.096
H  -3.547  -1.236  -4.659  0.093
H  -2.963  0.537  -3.019  0.096
H  -0.413  4.008  2.197  0.116
H  -1.698  5.981  1.437  0.105
H  -3.102  7.061  -0.260  0.104
H  -4.264  7.015  -2.432  0.092
H  -4.069  5.007  -3.891  0.095
H  -2.750  3.064  -3.148  0.097
Cl  -1.023  -6.578  2.219  0.637
C  -0.287  -5.051  1.867  -0.707
C  1.035  -4.817  2.217  -0.711
Cl  1.971  -6.045  2.999  0.638
C  1.616  -3.571  1.940  -0.608
Cl  3.252  -3.206  2.368  0.691
C  0.874  -2.590  1.316  -0.374
O  1.333  -1.385  1.014  -0.237
C  -0.456  -2.829  0.933  -0.373
O  -1.051  -1.832  0.315  -0.189
C  -1.035  -4.051  1.229  -0.606
Cl  -2.687  -4.299  0.783  0.692
N  1.867  0.769  2.316  -0.015
N  2.924  1.112  1.483  0.001
C  2.865  0.860  0.112  -0.674
O  3.901  0.928  -0.528  0.035
O  1.695  0.613  -0.404  -0.162
H  1.618  1.540  2.920  0.096
H  2.057  -0.070  2.849  0.090
H  3.859  1.110  1.857  0.132
O  -2.129  0.346  0.906  -0.045
C  -1.870  0.309  2.130  -0.554
O  -0.772  -0.212  2.449  -0.038
C  -2.780  0.960  3.102  -0.093
C  -3.974  1.497  2.651  0.021
C  -4.806  2.168  3.534  -0.039
C  -4.441  2.311  4.861  0.003
C  -3.240  1.778  5.282  -0.129
C  -2.398  1.100  4.423  0.080
N  -2.836  1.952  6.695  -0.352
O  -1.723  1.588  7.007  0.083
O  -3.629  2.495  7.440  0.069
H  -4.221  1.393  1.603  0.133
H  -5.739  2.592  3.186  0.111
H  -5.066  2.831  5.574  0.119
H  -1.460  0.690  4.772  0.136

Properties
total charge: -1
energy above the lowest of the compared OMol25 structures with the same formula, charge and spin: 128.8 kJ/mol
calculated total energy: -4127.496019 Eh
Kohn-Sham gap (spin up / spin down): 5.0 / 6.3 eV
multiplicity: 3
HOMO energy (spin up / spin down): -3.965 / -5.326 eV

Record 4
A molecular structure, C31H20Cl5P2PtS2 in a non-equilibrium geometry, computed with wB97M-V/def2-TZVPD.

Last column: natural (NBO) charge in e.
Cartesian coordinates (Å):
Pt  0.165  0.046  0.038  0.637
S  -0.763  -0.044  2.555  -0.524
P  -0.775  -1.956  1.942  1.426
C  -0.639  -1.816  0.281  -1.490
P  0.197  -2.670  -0.893  1.434
S  0.504  -1.298  -2.321  -0.522
C  1.820  -3.417  -0.505  -0.399
C  2.340  -4.468  -1.260  -0.190
C  3.611  -4.955  -0.991  -0.226
C  4.370  -4.394  0.029  -0.228
C  3.871  -3.324  0.758  -0.157
C  2.605  -2.827  0.481  -0.201
C  -0.815  -4.109  -1.406  -0.395
C  -1.879  -3.866  -2.274  -0.174
C  -2.792  -4.870  -2.564  -0.218
C  -2.654  -6.125  -1.981  -0.234
C  -1.604  -6.371  -1.109  -0.171
C  -0.687  -5.367  -0.822  -0.224
C  -2.300  -2.830  2.436  -0.406
C  -2.847  -2.615  3.699  -0.123
C  -4.013  -3.266  4.073  -0.239
C  -4.636  -4.139  3.187  -0.213
C  -4.094  -4.353  1.928  -0.218
C  -2.930  -3.693  1.549  -0.188
C  0.479  -2.956  2.822  -0.300
C  1.510  -2.341  3.524  -0.217
C  2.510  -3.110  4.108  -0.209
C  2.485  -4.493  3.988  -0.217
C  1.457  -5.110  3.286  -0.206
C  0.455  -4.345  2.708  -0.231
H  1.751  -4.897  -2.061  0.217
H  4.017  -5.767  -1.583  0.205
H  5.359  -4.781  0.242  0.203
H  4.466  -2.874  1.543  0.205
H  2.222  -1.959  1.005  0.245
H  -1.977  -2.876  -2.707  0.241
H  -3.616  -4.673  -3.239  0.210
H  -3.362  -6.912  -2.211  0.206
H  -1.502  -7.345  -0.646  0.200
H  0.133  -5.561  -0.141  0.223
H  -2.361  -1.921  4.376  0.214
H  -4.442  -3.092  5.053  0.206
H  -5.553  -4.639  3.476  0.204
H  -4.581  -5.026  1.232  0.209
H  -2.520  -3.827  0.554  0.241
H  1.519  -1.260  3.602  0.246
H  3.313  -2.629  4.653  0.209
H  3.262  -5.091  4.448  0.206
H  1.442  -6.189  3.190  0.207
H  -0.355  -4.826  2.170  0.220
Cl  3.547  1.028  0.844  -0.011
C  2.473  2.239  0.184  -0.072
C  1.183  1.854  -0.125  -0.372
C  0.368  2.870  -0.647  0.036
Cl  -1.266  2.391  -1.035  -0.003
C  0.786  4.175  -0.854  -0.136
Cl  -0.282  5.369  -1.504  0.019
C  2.101  4.512  -0.525  -0.102
Cl  2.668  6.128  -0.763  0.017
C  2.947  3.537  -0.003  -0.090
Cl  4.577  3.953  0.403  0.018

Properties
total charge: -1
energy above the lowest of the compared OMol25 structures with the same formula, charge and spin: 0.0 kJ/mol
calculated total energy: -5092.793479 Eh
Kohn-Sham gap: 6.6 eV
multiplicity: 1
HOMO energy: -4.182 eV

Record 5
A molecular structure, C31H21Cl5IrN2O2S6 in a non-equilibrium geometry, computed with wB97M-V/def2-TZVPD.

Last column: natural (NBO) charge in e.
Cartesian coordinates (Å):
Ir  0.785  0.097  -0.270  1.202
Cl  4.957  2.670  5.646  0.014
C  4.053  1.803  4.454  -0.144
C  2.894  2.347  3.907  -0.056
Cl  2.359  3.902  4.438  0.022
C  2.165  1.653  2.949  -0.173
Cl  0.696  2.322  2.349  0.033
C  2.573  0.386  2.453  0.435
O  1.967  -0.304  1.557  -0.815
C  3.761  -0.132  3.041  -0.159
Cl  4.311  -1.655  2.452  0.034
C  4.469  0.546  4.019  -0.053
Cl  5.888  -0.162  4.705  0.024
S  -1.089  1.676  -0.514  -0.158
C  -1.989  0.897  -1.781  -0.115
C  -3.377  1.102  -1.862  -0.242
C  -4.117  0.561  -2.891  -0.237
C  -3.486  -0.202  -3.875  -0.227
C  -2.125  -0.421  -3.810  -0.215
C  -1.353  0.116  -2.768  -0.242
S  0.371  -0.149  -2.746  -0.203
H  -3.851  1.684  -1.081  0.214
H  -5.189  0.722  -2.930  0.203
H  -4.065  -0.629  -4.685  0.204
H  -1.629  -1.022  -4.563  0.216
O  -0.738  -1.250  0.255  -0.835
C  -0.816  -2.611  0.556  0.126
C  -0.015  -3.001  1.797  -0.200
C  0.122  -2.271  2.934  -0.234
C  0.811  -2.965  3.966  -0.251
C  1.171  -4.224  3.597  -0.437
S  0.698  -4.563  1.984  0.435
C  -2.290  -2.891  0.885  -0.175
C  -2.890  -3.928  1.532  -0.280
C  -4.303  -3.765  1.636  -0.267
C  -4.730  -2.602  1.072  -0.449
S  -3.430  -1.690  0.424  0.504
C  -0.414  -3.453  -0.654  -0.198
C  -1.195  -4.253  -1.433  -0.258
C  -0.483  -4.848  -2.514  -0.268
C  0.828  -4.485  -2.531  -0.426
S  1.205  -3.425  -1.243  0.479
H  -0.257  -1.262  3.028  0.240
H  1.041  -2.537  4.932  0.218
H  1.706  -4.967  4.169  0.227
H  -2.347  -4.779  1.923  0.227
H  -4.957  -4.477  2.121  0.209
H  -5.740  -2.220  1.021  0.223
H  -2.251  -4.402  -1.249  0.232
H  -0.934  -5.524  -3.229  0.212
H  1.594  -4.777  -3.234  0.228
C  -0.506  3.753  -3.591  -0.664
C  0.560  3.912  -2.559  0.337
C  0.857  5.074  -1.902  -0.355
C  1.851  5.032  -0.911  0.322
N  2.517  3.925  -0.627  -0.483
C  2.219  2.796  -1.280  0.297
S  2.945  1.304  -0.911  -0.171
N  1.265  2.817  -2.253  -0.580
C  2.175  6.230  -0.078  -0.653
H  -1.043  4.688  -3.735  0.223
H  -1.209  2.977  -3.276  0.266
H  -0.065  3.443  -4.540  0.237
H  0.321  5.986  -2.122  0.222
H  0.971  1.887  -2.604  0.459
H  1.766  7.145  -0.505  0.207
H  3.254  6.316  0.037  0.241
H  1.754  6.081  0.919  0.250

Properties
total charge: -1
calculated total energy: -6248.380800 Eh
Kohn-Sham gap (spin up / spin down): 6.1 / 6.0 eV
multiplicity: 5
HOMO energy (spin up / spin down): -3.998 / -5.109 eV

Record 6
A molecular structure, C31H21CrN2O3 in a non-equilibrium geometry, computed with wB97M-V/def2-TZVPD.

Last column: natural (NBO) charge in e.
Cartesian coordinates (Å):
O  5.013  0.085  4.318  -0.374
C  4.713  0.012  3.195  0.744
Cr  4.161  -0.441  1.425  -0.672
C  2.667  -1.179  2.302  0.749
O  1.811  -1.676  2.918  -0.420
C  4.991  -2.103  1.858  0.742
O  5.430  -3.075  2.324  -0.374
C  5.625  0.588  0.151  -0.181
C  4.779  1.520  0.762  -0.148
C  3.390  1.378  0.658  -0.235
C  2.820  0.336  -0.107  0.064
C  1.377  0.143  -0.139  -0.169
C  0.240  -0.112  0.247  0.175
C  -1.070  -0.408  0.642  -0.124
C  -1.405  -1.821  0.775  -0.116
C  -0.451  -2.761  0.296  -0.200
C  -0.622  -4.132  0.466  -0.202
C  -1.716  -4.608  1.197  -0.162
C  -2.699  -3.708  1.629  -0.212
C  -2.612  -2.350  1.299  -0.139
C  -1.903  0.735  0.992  -0.013
C  -1.534  1.988  0.442  -0.224
C  -2.283  3.138  0.663  -0.202
C  -3.411  3.079  1.488  -0.169
C  -3.792  1.856  2.055  -0.198
C  -3.005  0.716  1.877  -0.206
C  3.688  -0.649  -0.624  -0.243
C  5.078  -0.511  -0.520  -0.142
H  6.710  0.697  0.224  0.281
H  5.190  2.346  1.344  0.280
H  2.721  2.073  1.172  0.277
H  0.451  -2.399  -0.203  0.210
H  0.120  -4.815  0.052  0.233
H  -1.803  -5.673  1.412  0.241
H  -3.539  -4.072  2.222  0.241
H  -3.479  -1.709  1.445  0.215
H  -0.627  2.052  -0.163  0.211
H  -1.964  4.078  0.207  0.230
H  -3.975  3.988  1.698  0.239
H  -4.692  1.806  2.670  0.240
H  -3.199  -0.170  2.482  0.230
H  3.251  -1.528  -1.102  0.273
H  5.728  -1.280  -0.940  0.278
C  -1.773  -0.423  -2.131  -0.079
C  -3.143  -0.624  -2.061  0.155
N  -3.778  0.400  -2.727  -0.488
C  -2.828  1.300  -3.181  0.417
C  -1.535  0.827  -2.768  -0.171
C  -0.447  1.673  -2.970  -0.063
C  -0.674  2.836  -3.718  -0.279
C  -1.974  3.162  -4.150  0.151
N  -3.061  2.408  -3.852  -0.397
H  -0.991  -1.102  -1.823  0.263
H  -3.690  -1.432  -1.593  0.264
H  -4.772  0.547  -2.891  0.465
H  0.522  1.414  -2.539  0.241
H  0.137  3.518  -3.967  0.254
H  -2.166  4.065  -4.738  0.238

Properties
total charge: +2
calculated total energy: -2572.934497 Eh
Kohn-Sham gap (spin up / spin down): 6.6 / 4.9 eV
multiplicity: 4
HOMO energy (spin up / spin down): -12.419 / -14.094 eV